Entry 1:
This record from the Open Molecules 2025 dataset describes a structure of composition C75H88ClGeN2O2P2PtSSi in a non-equilibrium geometry. The level of theory is wB97M-V/def2-TZVPD.

Geometry (Å):
Pt  0.19  -0.52  0.50
C  2.04  -3.27  2.00
Si  1.03  -2.64  0.53
C  -0.31  -3.92  0.25
C  -0.12  -5.29  0.46
C  -1.07  -6.20  0.03
C  -2.22  -5.76  -0.62
C  -2.44  -4.40  -0.78
C  -1.50  -3.48  -0.31
P  -1.77  -1.68  -0.30
C  -2.58  -1.39  -1.92
C  -1.78  -1.97  -3.09
C  -2.63  -1.93  -4.37
C  -3.43  -0.63  -4.50
C  -2.83  0.48  -3.64
C  -2.89  0.11  -2.15
C  -3.17  -1.31  0.87
C  -2.80  -1.36  2.35
C  -2.95  -2.74  2.98
C  -4.39  -3.23  2.83
C  -4.77  -3.29  1.36
C  -4.56  -1.95  0.66
C  2.13  -2.78  -0.99
C  2.46  -4.02  -1.55
C  3.34  -4.13  -2.61
C  3.94  -2.98  -3.12
C  3.63  -1.75  -2.58
C  2.71  -1.64  -1.54
P  2.16  -0.03  -0.86
C  3.62  0.82  -0.07
C  5.01  0.70  -0.73
C  5.80  -0.56  -0.37
C  5.88  -0.74  1.14
C  4.48  -0.77  1.72
C  3.74  0.53  1.43
C  1.75  1.21  -2.20
C  0.54  0.79  -3.04
C  0.94  0.02  -4.30
C  1.86  0.88  -5.17
C  3.12  1.30  -4.42
C  2.78  1.95  -3.08
H  2.82  -3.93  1.62
H  1.41  -3.85  2.69
H  2.52  -2.48  2.57
H  0.78  -5.65  0.94
H  -0.92  -7.26  0.19
H  -2.95  -6.47  -0.98
H  -3.36  -4.06  -1.25
H  -3.52  -1.94  -1.86
H  -1.48  -3.00  -2.89
H  -0.85  -1.41  -3.22
H  -3.32  -2.78  -4.35
H  -1.98  -2.08  -5.23
H  -4.47  -0.79  -4.19
H  -3.46  -0.31  -5.54
H  -3.37  1.41  -3.80
H  -1.80  0.65  -3.94
H  -3.90  0.32  -1.77
H  -2.21  0.74  -1.57
H  -3.27  -0.25  0.64
H  -3.46  -0.66  2.89
H  -1.79  -0.98  2.46
H  -2.68  -2.69  4.04
H  -2.27  -3.46  2.50
H  -5.06  -2.53  3.36
H  -4.51  -4.21  3.29
H  -5.83  -3.57  1.26
H  -4.19  -4.08  0.88
H  -5.29  -1.25  1.08
H  -4.81  -2.02  -0.40
H  2.01  -4.92  -1.15
H  3.56  -5.10  -3.04
H  4.66  -3.06  -3.93
H  4.13  -0.87  -2.95
H  3.29  1.86  -0.17
H  5.59  1.56  -0.38
H  4.95  0.80  -1.81
H  6.80  -0.48  -0.80
H  5.33  -1.44  -0.80
H  6.45  0.08  1.59
H  6.41  -1.67  1.38
H  4.50  -0.95  2.80
H  3.93  -1.61  1.27
H  4.31  1.35  1.90
H  2.75  0.51  1.88
H  1.39  1.97  -1.51
H  0.01  1.70  -3.35
H  -0.15  0.21  -2.42
H  0.05  -0.25  -4.87
H  1.44  -0.91  -4.03
H  1.31  1.78  -5.48
H  2.13  0.34  -6.08
H  3.69  2.02  -5.01
H  3.77  0.43  -4.29
H  2.31  2.92  -3.31
H  3.68  2.19  -2.51
O  -0.48  3.36  1.33
C  -1.42  2.46  1.40
O  -1.35  1.32  0.91
C  -2.68  2.90  2.14
C  -3.95  2.33  1.51
Ge  -4.92  3.65  0.46
C  -3.76  4.34  -0.96
C  -2.95  5.46  -0.74
C  -2.19  6.00  -1.77
C  -2.21  5.42  -3.03
C  -2.99  4.29  -3.26
C  -3.76  3.77  -2.23
C  -5.50  5.16  1.54
C  -5.65  5.02  2.91
C  -6.10  6.08  3.69
C  -6.41  7.29  3.09
C  -6.26  7.45  1.72
C  -5.81  6.39  0.95
C  -6.38  2.71  -0.44
C  -6.64  1.37  -0.19
C  -7.62  0.68  -0.88
C  -8.37  1.33  -1.85
C  -8.14  2.68  -2.11
C  -7.15  3.36  -1.41
H  -2.68  3.99  2.18
H  -2.54  2.55  3.17
H  -4.62  1.87  2.24
H  -3.67  1.55  0.80
H  -2.93  5.93  0.23
H  -1.60  6.89  -1.59
H  -1.64  5.85  -3.84
H  -3.02  3.84  -4.24
H  -4.40  2.91  -2.42
H  -5.41  4.08  3.39
H  -6.22  5.96  4.76
H  -6.77  8.12  3.69
H  -6.49  8.39  1.25
H  -5.69  6.52  -0.12
H  -6.06  0.84  0.57
H  -7.81  -0.37  -0.67
H  -9.14  0.80  -2.40
H  -8.72  3.20  -2.86
H  -6.98  4.41  -1.63
S  -0.76  0.53  7.21
C  -0.10  0.19  5.59
C  -0.20  -1.08  5.04
C  0.14  -1.26  3.71
N  0.58  -0.27  2.93
C  0.77  0.92  3.50
C  0.43  1.20  4.81
C  -2.46  0.54  6.64
C  -3.19  -0.63  6.56
C  -4.47  -0.57  6.02
N  -5.04  0.55  5.59
C  -4.33  1.67  5.71
C  -3.05  1.72  6.22
H  -0.57  -1.92  5.62
H  0.00  -2.23  3.25
H  1.15  1.71  2.86
H  0.53  2.21  5.20
H  -2.78  -1.57  6.91
H  -5.07  -1.48  5.94
H  -4.82  2.58  5.37
H  -2.51  2.66  6.28
Cl  4.15  7.69  0.71
C  3.15  6.30  0.49
C  2.24  6.28  -0.55
C  1.42  5.18  -0.70
C  1.51  4.10  0.17
C  0.64  2.96  0.03
C  2.47  4.13  1.19
C  3.28  5.23  1.37
H  2.18  7.12  -1.23
H  0.69  5.14  -1.51
H  0.73  2.09  0.64
H  -0.18  2.97  -0.67
H  2.55  3.28  1.86
H  4.01  5.28  2.16

Results
HOMO energy: -9.88 eV
Strongest force on any atom: 4.9 eV/Å
E: -7197.47507 Eh
E_LUMO: -2.29 eV
Kohn-Sham gap: 7.6 eV
Charge: +1

Atom charges from the Mulliken analysis, given in e for atoms 1 to 4:
1. Pt 5.319
2. C -1.691
3. Si 1.340
4. C 0.445

***

Entry 2:
This record from the Open Molecules 2025 dataset describes a cluster of 6 separate species, H12O5S in total in a non-equilibrium geometry. The level of theory is wB97M-V/def2-TZVPD.

Geometry (Å):
O  -1.00  0.28  -1.82
H  -0.19  0.59  -1.43
H  -1.41  -0.51  -1.49
O  1.73  1.77  0.70
H  1.90  0.86  0.47
H  2.44  2.40  0.53
O  0.65  2.50  -3.39
H  0.31  3.19  -3.98
H  -0.03  1.82  -3.48
O  -2.47  -1.96  5.49
H  -2.53  -1.11  5.94
H  -1.90  -2.66  5.83
O  -1.06  1.78  0.59
H  -0.48  2.24  1.20
H  -1.63  1.31  1.21
S  2.26  -3.83  -1.75
H  1.43  -3.50  -2.76
H  1.98  -5.17  -1.84

Results
HOMO energy: -9.85 eV
Strongest force on any atom: 1.9 eV/Å
SMILES string: O.O.O.O.O.S
E: -781.53516 Eh
E_LUMO: 0.49 eV
Kohn-Sham gap: 10.3 eV

Atom charges from the Mulliken analysis, given in e for atoms 1 to 4:
1. O -0.619
2. H 0.319
3. H 0.276
4. O -0.596

***

Entry 3:
This record from the Open Molecules 2025 dataset describes the molecule C7H9N3 in a non-equilibrium geometry. The level of theory is wB97M-V/def2-TZVPD.

Geometry (Å):
C  0.03  -1.77  -0.91
N  -0.54  -0.55  -0.55
C  -0.47  0.59  -1.40
C  -0.20  1.85  -1.00
C  0.20  2.24  0.35
C  0.11  1.06  1.28
N  0.25  1.04  2.59
C  0.03  -0.22  2.96
C  -0.23  -1.02  1.87
N  -0.17  -0.16  0.80
H  -0.47  -2.04  -1.79
H  1.15  -1.80  -1.06
H  -0.26  -2.53  -0.13
H  -0.58  0.20  -2.44
H  -0.43  2.55  -1.84
H  -0.60  3.07  0.60
H  1.13  2.72  0.32
H  -0.09  -0.64  3.99
H  -0.19  -2.06  1.68

Results
HOMO energy: -8.23 eV
Strongest force on any atom: 4.1 eV/Å
SMILES string: CN1C=CCc2nccn21
E: -436.31853 Eh
E_LUMO: 0.87 eV
Kohn-Sham gap: 9.1 eV

Atom charges from the Mulliken analysis, given in e for atoms 1 to 4:
1. C -1.082
2. N -0.261
3. C -0.112
4. C -0.509

***

Entry 4:
This record from the Open Molecules 2025 dataset describes a cluster of 5 separate species, C6H25BO7 in total in a non-equilibrium geometry. The level of theory is wB97M-V/def2-TZVPD.

Geometry (Å):
O  -0.83  0.52  1.01
H  -0.47  -0.15  1.60
H  -0.74  1.38  1.42
H  -0.36  0.53  0.17
B  0.27  -0.85  4.71
H  0.23  -1.69  4.04
H  0.93  -0.08  4.35
H  -0.72  -0.42  4.70
H  0.56  -1.15  5.70
C  2.55  2.46  -2.65
C  2.37  0.97  -3.00
O  1.11  0.48  -2.71
O  2.26  2.59  -1.21
H  1.91  3.06  -3.29
H  3.58  2.76  -2.84
H  3.12  0.50  -2.35
H  2.61  0.73  -4.03
H  1.20  -0.47  -2.84
H  3.14  2.42  -0.86
C  -2.51  5.51  -0.20
C  -2.59  5.44  1.36
O  -1.52  4.80  2.06
O  -1.37  6.23  -0.52
H  -3.27  6.20  -0.57
H  -2.64  4.58  -0.74
H  -3.51  4.94  1.65
H  -2.38  6.43  1.75
H  -1.58  4.93  3.01
H  -0.61  5.72  -0.25
C  -0.37  -6.11  -0.70
C  0.46  -7.51  -0.63
O  0.01  -8.44  -1.58
O  0.30  -5.17  -1.52
H  -0.55  -5.67  0.28
H  -1.37  -6.15  -1.12
H  0.17  -7.87  0.36
H  1.52  -7.29  -0.76
H  -0.89  -8.74  -1.42
H  -0.03  -5.42  -2.38

Results
HOMO energy: -7.66 eV
Strongest force on any atom: 4.7 eV/Å
E: -794.77206 Eh
E_LUMO: -1.29 eV
Kohn-Sham gap: 6.4 eV

Atom charges from the Mulliken analysis, given in e for atoms 1 to 4:
1. O -0.392
2. H 0.425
3. H 0.425
4. H 0.435

***

Entry 5:
This record from the Open Molecules 2025 dataset describes a cluster of 5 separate species, C23H46N2O6S in total in a non-equilibrium geometry. The level of theory is wB97M-V/def2-TZVPD.

Geometry (Å):
C  0.22  5.41  -0.02
C  -0.65  4.65  -0.25
C  -1.65  3.63  -0.48
C  -0.99  2.49  -1.15
N  -0.35  1.67  -1.61
C  -2.76  4.19  -1.42
C  -3.36  3.10  -2.21
N  -3.94  2.41  -2.91
S  -2.38  3.01  1.11
C  -2.09  1.25  1.27
O  -1.81  3.72  2.23
O  -3.81  3.18  1.03
H  1.18  5.86  -0.01
H  -3.53  4.75  -0.89
H  -2.27  4.84  -2.13
H  -2.66  0.93  2.14
H  -1.02  1.08  1.36
H  -2.45  0.73  0.39
C  -1.96  6.63  3.60
C  -0.63  5.98  3.92
O  0.50  6.74  3.50
C  0.63  8.04  4.06
C  0.74  8.04  5.57
H  -2.04  6.82  2.52
H  -2.78  5.98  3.90
H  -2.08  7.59  4.10
H  -0.56  5.04  3.40
H  -0.55  5.75  4.99
H  -0.20  8.67  3.73
H  1.53  8.46  3.63
H  -0.15  7.63  6.05
H  0.88  9.06  5.94
H  1.59  7.44  5.89
C  -0.17  -3.35  2.57
C  0.55  -2.08  2.14
O  0.24  -0.95  2.93
C  0.54  -1.04  4.31
C  2.02  -1.27  4.60
H  -1.25  -3.20  2.55
H  0.09  -4.17  1.90
H  0.11  -3.65  3.58
H  0.25  -1.83  1.12
H  1.64  -2.24  2.12
H  -0.07  -1.81  4.79
H  0.24  -0.08  4.75
H  2.37  -2.22  4.20
H  2.19  -1.28  5.68
H  2.62  -0.47  4.16
C  -0.21  -2.36  -5.83
C  1.18  -2.56  -5.24
O  1.76  -1.38  -4.72
C  1.04  -0.76  -3.67
C  0.86  -1.64  -2.44
H  -0.18  -1.61  -6.62
H  -0.58  -3.30  -6.25
H  -0.92  -2.02  -5.08
H  1.85  -2.90  -6.03
H  1.17  -3.35  -4.48
H  0.08  -0.39  -4.03
H  1.62  0.12  -3.39
H  0.28  -2.54  -2.67
H  0.34  -1.09  -1.66
H  1.83  -1.97  -2.06
C  1.10  -8.48  -1.92
C  0.40  -7.16  -2.19
O  1.28  -6.11  -2.55
C  2.06  -6.31  -3.72
C  1.23  -6.52  -4.98
H  1.84  -8.36  -1.13
H  0.37  -9.23  -1.61
H  1.61  -8.86  -2.80
H  -0.10  -6.83  -1.29
H  -0.38  -7.28  -2.95
H  2.76  -7.14  -3.57
H  2.66  -5.41  -3.84
H  0.61  -7.42  -4.92
H  1.88  -6.63  -5.85
H  0.56  -5.67  -5.14

Results
HOMO energy: -9.39 eV
Strongest force on any atom: 3.3 eV/Å
SMILES string: C#C[C@](C#N)(CC#N)S(C)(=O)=O.CCOCC.CCOCC.CCOCC.CCOCC
E: -1862.87812 Eh
E_LUMO: 0.45 eV
Kohn-Sham gap: 9.8 eV

Atom charges from the Mulliken analysis, given in e for atoms 1 to 4:
1. C 0.238
2. C -2.002
3. C 2.150
4. C -0.661

***

Entry 6:
This record from the Open Molecules 2025 dataset describes a cluster of 2 separate species, C9H14 in total in a non-equilibrium geometry. The level of theory is wB97M-V/def2-TZVPD.

Geometry (Å):
C  -1.41  2.36  -1.07
C  -0.32  1.24  -1.36
C  0.58  1.50  -2.52
C  1.59  0.63  -2.83
C  1.84  -0.36  -1.90
C  1.00  -0.56  -0.83
C  -0.21  0.04  -0.56
H  -1.35  3.35  -1.55
H  -1.55  2.56  0.11
H  -2.51  2.12  -1.36
H  0.32  2.47  -3.08
H  2.25  0.98  -3.62
H  2.78  -0.99  -2.08
H  1.42  -1.34  -0.18
H  -0.90  -0.26  0.11
C  0.30  -1.41  2.89
C  -1.07  -2.07  2.78
H  0.58  -0.86  2.05
H  0.14  -0.57  3.65
H  1.09  -2.23  3.14
H  -1.71  -1.38  2.17
H  -1.55  -2.20  3.73
H  -1.32  -3.02  2.31

Results
HOMO energy: -8.77 eV
Strongest force on any atom: 7.0 eV/Å
SMILES string: Cc1ccccc1.CC
E: -351.24517 Eh
E_LUMO: 1.00 eV
Kohn-Sham gap: 9.8 eV

Atom charges from the Mulliken analysis, given in e for atoms 1 to 4:
1. C -1.176
2. C 0.931
3. C -0.543
4. C -0.412

***

Entry 7:
This record from the Open Molecules 2025 dataset describes the molecule CH3NS2 in a non-equilibrium geometry. The level of theory is wB97M-V/def2-TZVPD.

Geometry (Å):
S  2.15  0.12  0.05
C  0.56  -0.74  0.17
N  -0.32  0.16  0.06
S  -1.97  -0.05  0.06
H  1.30  1.04  -0.44
H  0.32  -1.72  0.36
H  -2.04  1.20  -0.26

Results
HOMO energy: -8.54 eV
Strongest force on any atom: 3.0 eV/Å
SMILES string: S/C=N/S
E: -890.96290 Eh
E_LUMO: 0.88 eV
Kohn-Sham gap: 9.4 eV

Atom charges from the Mulliken analysis, given in e for atoms 1 to 4:
1. S -0.266
2. C 0.041
3. N -0.399
4. S -0.115

***

Entry 8:
This record from the Open Molecules 2025 dataset describes a cluster of 2 separate species, C4H9NS2 in total in a non-equilibrium geometry. The level of theory is wB97M-V/def2-TZVPD.

Geometry (Å):
C  1.25  1.86  0.11
C  -1.04  -1.61  0.82
C  -0.75  -0.42  -1.52
C  -0.58  -0.41  0.07
N  0.84  -0.35  0.42
S  0.09  2.98  0.16
S  2.97  1.87  0.20
H  -0.41  -2.53  0.85
H  -1.12  -1.37  1.96
H  -2.15  -1.98  0.52
H  -0.03  0.24  -1.86
H  -1.70  -0.18  -1.72
H  -0.51  -1.50  -1.84
H  -0.97  0.53  0.36
H  0.94  -0.44  1.38
H  3.15  3.31  0.09

Results
HOMO energy (spin up / spin down): -8.47 / -8.49 eV
Strongest force on any atom: 6.0 eV/Å
E: -1008.77877 Eh
E_LUMO (spin up / spin down): -0.61 / -0.61 eV
Kohn-Sham gap (spin up / spin down): 7.9 / 7.9 eV

Atom charges from the Mulliken analysis, given in e for atoms 1 to 4:
1. C 0.216
2. C -1.335
3. C -1.374
4. C 0.791

***

Entry 9:
This record from the Open Molecules 2025 dataset describes a structure of composition C54H40I2N7O6S3Sc in a non-equilibrium geometry. The level of theory is wB97M-V/def2-TZVPD.

Geometry (Å):
Sc  0.26  0.25  0.05
I  -3.04  7.24  1.24
C  -2.18  5.30  1.21
C  -2.19  4.52  2.35
C  -1.59  3.29  2.28
I  -1.52  1.98  3.92
C  -0.95  2.77  1.13
O  -0.35  1.63  1.20
C  -1.03  3.58  -0.03
C  -0.43  3.08  -1.32
N  -0.85  1.70  -1.61
C  -2.28  1.62  -1.94
C  -3.04  0.62  -1.10
C  -4.22  0.05  -1.58
C  -4.96  -0.76  -0.74
C  -4.52  -0.95  0.56
C  -3.33  -0.34  0.94
N  -2.59  0.39  0.13
C  -1.63  4.83  0.03
H  -2.64  4.86  3.27
H  0.66  3.08  -1.23
H  -0.71  3.76  -2.14
H  -0.31  1.39  -2.42
H  -2.44  1.40  -3.00
H  -2.74  2.59  -1.73
H  -4.55  0.24  -2.59
H  -5.88  -1.21  -1.08
H  -5.08  -1.55  1.27
H  -2.97  -0.43  1.96
H  -1.65  5.44  -0.86
S  -2.09  -3.69  5.92
C  -1.68  -2.85  7.36
C  -1.02  -1.69  7.10
C  -0.82  -1.47  5.73
C  -1.35  -2.46  4.94
C  -1.35  -2.56  3.50
C  -0.73  -1.57  2.71
N  -0.67  -1.58  1.39
C  -1.29  -2.59  0.73
C  -1.93  -3.65  1.42
C  -2.55  -4.70  0.69
C  -2.55  -4.69  -0.67
C  -1.95  -3.63  -1.40
C  -1.97  -3.58  -2.79
C  -1.45  -2.48  -3.46
C  -0.94  -1.43  -2.65
N  -0.87  -1.46  -1.34
C  -1.34  -2.56  -0.70
C  -1.41  -2.38  -4.89
C  -0.82  -1.42  -5.68
C  -0.95  -1.66  -7.05
C  -1.65  -2.80  -7.32
S  -2.14  -3.61  -5.89
C  -1.93  -3.63  2.82
H  -1.96  -3.27  8.31
H  -0.67  -1.02  7.87
H  -0.33  -0.59  5.36
H  -0.30  -0.72  3.20
H  -3.02  -5.50  1.24
H  -3.02  -5.49  -1.22
H  -2.40  -4.40  -3.35
H  -0.62  -0.53  -3.14
H  -0.27  -0.59  -5.28
H  -0.55  -1.02  -7.81
H  -1.89  -3.22  -8.28
H  -2.40  -4.44  3.37
N  1.88  -0.17  1.86
C  3.24  -0.36  1.44
C  4.24  0.49  1.90
C  5.55  0.30  1.49
C  5.83  -0.73  0.62
C  4.86  -1.60  0.18
C  3.55  -1.42  0.60
S  7.54  -0.83  0.00
O  7.60  -2.11  -0.67
O  7.56  0.34  -0.87
O  8.35  -0.71  1.19
H  1.83  0.70  2.39
H  1.64  -0.95  2.49
H  3.99  1.29  2.58
H  6.36  0.93  1.81
H  5.14  -2.40  -0.48
H  2.75  -2.09  0.28
O  2.18  1.64  -0.23
C  2.49  0.94  -1.21
N  3.59  1.01  -1.98
C  3.50  0.07  -3.08
C  2.13  -0.57  -2.78
O  1.57  -1.43  -3.44
N  1.61  0.01  -1.68
C  4.66  -0.91  -3.16
C  4.45  -2.27  -3.34
C  5.53  -3.13  -3.48
C  6.82  -2.64  -3.46
C  7.03  -1.28  -3.27
C  5.96  -0.42  -3.12
C  3.44  0.81  -4.41
C  4.10  2.02  -4.58
C  4.07  2.67  -5.81
C  3.38  2.12  -6.87
C  2.73  0.91  -6.71
C  2.78  0.25  -5.50
H  4.46  1.40  -1.65
H  3.44  -2.66  -3.39
H  5.34  -4.19  -3.60
H  7.66  -3.31  -3.58
H  8.03  -0.87  -3.24
H  6.16  0.62  -2.98
H  4.64  2.46  -3.76
H  4.59  3.61  -5.92
H  3.34  2.64  -7.82
H  2.18  0.47  -7.54
H  2.29  -0.71  -5.39

Results
HOMO energy: -7.51 eV
Strongest force on any atom: 1.6 eV/Å
E: -5467.49612 Eh
E_LUMO: -1.76 eV
Kohn-Sham gap: 5.8 eV

Atom charges from the Mulliken analysis, given in e for atoms 1 to 4:
1. Sc -0.302
2. I 0.049
3. C -0.575
4. C -0.428

***

> Among the records above, which one has the highest E?

C9H14

***

> Which value of E does entry 1 give?

-7197.47507 Eh